This record from the Open Molecules 2025 dataset describes 4 unconnected molecules or ions with the total composition C2H14NO3S at a distorted geometry. The level of theory is wB97M-V/def2-TZVPD.

Structure (ORCA input):
```
! RIJCOSX wB97M-V def2-TZVPD def2/J DEFGRID3
* xyz 0 2
C -1.376 -1.398 -0.185
C -1.476 0.095 -0.194
S -1.457 0.757 -1.899
N -1.012 -1.846 1.253
H -0.698 -1.824 -0.929
H -2.292 -1.956 -0.409
H -0.578 0.600 0.188
H -2.379 0.481 0.265
H -2.821 0.610 -2.095
H -1.619 -2.587 1.650
H -1.205 -1.023 1.898
H -0.039 -2.195 1.362
H 2.519 -1.399 0.567
H 2.410 -1.733 2.033
O 1.951 -1.885 1.204
H 4.054 1.237 0.907
H 3.057 0.593 -0.226
O 3.166 0.930 0.640
H -0.034 3.141 0.136
H 1.365 2.519 -0.106
O 0.576 2.461 0.429
*
```

Properties
Strongest force on any atom (Eh/bohr): 0.04570
Total energy (eV): -20765.362
Energy above the lowest of the compared OMol25 structures with the same formula, charge and spin (eV): 0.000
E_HOMO (spin up / spin down) (eV): -3.06 / -9.35